Record 1
122
Properties=species:S:1:pos:R:3:mulliken_charge:R:1 method="wB97M-V/def2-TZVPD" de_lowest_kcal_mol=36.68 homo_lumo_gap_ev=8.4730
C 2.2327 -1.8307 1.9995 -0.947
C 1.8031 -2.6240 3.2299 2.672
C 0.3005 -2.6152 3.3329 -1.025
C -0.5121 -3.6881 2.5142 0.111
C 0.0194 -5.0931 2.7714 -1.526
C 1.5811 -5.1861 2.4494 1.671
N 2.2779 -4.0671 3.1944 0.163
O 3.6664 -4.1417 3.2560 -0.486
C 2.0036 -6.5610 3.0174 -2.052
C 1.7194 -5.1515 0.8913 -1.240
C 2.3711 -1.9945 4.4516 -2.234
H 3.3166 -1.7900 1.8914 0.762
H 2.0405 -0.7788 2.2107 -0.400
H 1.6595 -2.0211 1.0922 -0.333
H -0.0318 -2.5686 4.3699 0.494
H -0.1555 -1.7071 2.9386 -0.149
H -0.5000 -3.4146 1.4591 -0.376
H -1.5513 -3.5539 2.8143 0.565
H -0.4914 -5.8779 2.2135 0.550
H -0.1502 -5.2915 3.8297 0.353
H 2.1247 -6.5643 4.1006 0.453
H 1.3820 -7.3806 2.6569 0.377
H 3.0080 -6.8571 2.7145 0.388
H 1.0739 -5.8831 0.4053 0.427
H 1.5815 -4.1966 0.3841 -0.178
H 2.7369 -5.4369 0.6242 0.503
H 3.4513 -1.8888 4.5518 0.276
H 2.1288 -2.6625 5.2782 0.652
H 1.8990 -1.0151 4.5282 0.166
H 3.9219 -3.8911 2.3652 0.409
C -1.3191 4.6258 0.3932 -2.155
C -0.7472 5.7260 -0.5339 1.942
C 0.5695 5.2364 -1.1669 -1.344
C 0.3494 4.1815 -2.2139 0.560
C -0.5579 4.7450 -3.3395 -1.629
C -1.9211 5.2203 -2.8052 1.850
N -1.7564 6.0928 -1.5972 0.064
O -2.9827 6.4925 -1.1009 -0.464
C -2.6829 6.0217 -3.9047 -1.887
C -2.7298 3.9038 -2.5118 -1.665
C -0.3921 6.8997 0.4371 -2.050
H -1.5404 3.6555 -0.0514 0.456
H -2.2729 4.9450 0.8133 0.442
H -0.7024 4.3781 1.2572 0.481
H 1.1402 6.0311 -1.6474 0.355
H 1.1310 4.7758 -0.3541 0.379
H 0.0073 3.2660 -1.7313 -0.442
H 1.3032 3.9003 -2.6601 0.497
H -0.6893 3.9926 -4.1171 0.430
H -0.0582 5.5696 -3.8480 0.399
H -2.1688 6.9374 -4.1967 0.420
H -2.8395 5.3744 -4.7676 0.389
H -3.7023 6.2333 -3.5820 0.387
H -3.1567 3.4997 -3.4298 0.554
H -2.1394 3.1131 -2.0490 0.133
H -3.5044 4.0957 -1.7693 0.267
H -1.2900 7.2671 0.9340 0.421
H -0.0743 7.7663 -0.1426 0.474
H 0.3618 6.7240 1.2045 0.334
H -3.2639 5.7381 -0.5780 0.377
C 0.2354 -4.3193 -2.8314 0.595
O 1.0364 -3.5833 -3.4438 -0.702
N 0.0557 -5.5950 -3.1678 -0.399
N -0.5016 -3.9082 -1.8219 -0.033
H -0.5477 -6.1859 -2.6138 0.123
H 0.4659 -6.0246 -3.9846 0.255
H -1.0997 -4.6142 -1.4169 0.156
H -0.5028 -2.9535 -1.4923 -0.001
C 4.1877 1.6782 0.0214 -1.562
C 2.6399 1.4089 0.1152 0.392
O 2.3113 0.3644 -0.6974 0.184
H 4.5316 1.7147 -1.0123 0.362
H 4.7627 0.7811 0.2513 0.402
H 4.6115 2.4303 0.6868 0.430
H 2.1287 2.3525 -0.0754 -0.260
H 2.4880 1.1052 1.1510 0.049
H 2.2934 0.6533 -1.6128 0.159
C -5.0167 0.9728 -0.2718 -0.315
C -4.6883 -0.1713 0.6532 -0.111
O -5.9132 -0.7339 0.9938 -0.572
H -5.7425 1.5985 0.2477 0.355
H -5.2874 0.5890 -1.2554 0.195
H -4.1608 1.6242 -0.4484 -0.139
H -4.3524 0.2396 1.6053 0.320
H -3.9749 -0.9063 0.2803 -0.071
H -6.1097 -0.2472 1.7976 0.386
C 0.1159 1.7093 3.5564 -0.037
C 0.4436 1.7803 5.0077 -0.560
O 1.4221 2.8208 5.1270 -0.550
H -0.1397 2.6348 3.0404 0.111
H -0.7082 0.9997 3.4828 0.240
H 0.9725 1.1916 3.1246 -0.139
H 0.8637 0.9097 5.5113 0.296
H -0.4512 2.1138 5.5332 0.380
H 1.4737 3.1302 6.0343 0.291
C -0.8446 0.6813 0.2662 0.484
C -0.7893 -0.8114 0.0056 1.370
O -0.0519 -1.1328 -1.0914 -0.169
H 0.1325 1.0615 0.5642 -0.449
H -1.6650 0.8652 0.9600 0.644
H -1.0871 1.2260 -0.6463 -0.604
H -1.7801 -1.2090 -0.2142 0.021
H -0.4177 -1.3588 0.8719 -1.443
H 0.8563 -0.8269 -1.0336 0.059
C -3.1247 -0.8362 -3.0753 -0.297
C -2.5150 -1.1648 -4.3919 -0.548
O -3.4114 -1.9049 -5.2280 -0.535
H -3.5238 -1.7284 -2.5929 0.342
H -3.8714 -0.0453 -3.1457 0.350
H -2.4149 -0.3599 -2.3990 -0.188
H -1.5449 -1.6574 -4.3258 0.290
H -2.1655 -0.2368 -4.8443 0.307
H -3.0727 -1.7608 -6.1146 0.315
C 4.5034 -3.5265 -2.5241 -1.478
C 3.5183 -2.6076 -1.7909 0.803
O 4.1933 -1.7735 -0.8906 -0.625
H 3.9439 -4.3400 -2.9859 0.331
H 5.2605 -3.8336 -1.8026 0.380
H 5.1120 -3.0389 -3.2858 0.360
H 2.6809 -3.1483 -1.3501 -0.434
H 3.0796 -1.8949 -2.4892 0.227
H 3.8781 -0.8731 -0.9981 0.240


Record 2
131
Properties=species:S:1:pos:R:3:mulliken_charge:R:1 method="wB97M-V/def2-TZVPD" homo_lumo_gap_ev=6.8114 total_charge=+1
C 3.0353 1.4968 7.3212 -1.467
C 1.8482 0.5993 6.9584 0.640
O 0.5827 1.1814 7.3159 -0.413
C 0.2027 2.1721 6.3894 -0.773
C -0.5461 1.5880 5.1516 -0.573
N -0.6418 0.1312 5.2554 0.377
C -1.5407 -0.4170 6.0688 -1.197
N -2.2073 0.4174 6.9441 0.258
C -3.5351 0.9116 6.4559 0.103
C -4.5483 0.8515 7.5871 -0.246
O -5.0622 -0.1593 7.9432 -0.380
N -1.7241 -1.7320 6.0413 0.173
P -2.8687 -2.5807 7.0931 -0.067
P -1.7437 -2.8834 8.9603 0.914
O -2.7679 -3.2082 9.9425 -0.579
O -0.9625 -1.5247 9.2656 -0.429
O -0.6413 -4.0185 8.8037 -0.458
H 3.6052 1.7560 6.4293 0.299
H 3.6967 1.0106 8.0322 0.351
H 2.6706 2.4316 7.7456 0.404
H 1.8336 0.4044 5.8841 -0.201
H 1.9220 -0.3625 7.4675 0.337
H -0.4655 2.8575 6.9079 0.457
H 1.0725 2.7273 6.0372 0.355
H 0.0298 1.8004 4.2533 0.642
H -1.5265 2.0403 5.0162 0.124
H -0.5815 -0.3499 4.3652 0.140
H -2.2851 0.0251 7.8770 0.600
H -3.4262 1.9651 6.1919 0.189
H -3.8768 0.3723 5.5780 0.054
H -4.7598 1.8071 8.0876 0.389
H -1.1509 -2.2628 5.3968 0.281
H -2.6867 -3.8577 6.5397 0.143
H -0.4331 -1.1466 8.5489 0.338
H 0.0847 -3.7718 8.2152 0.342
C -7.4643 2.1996 -0.2402 -0.689
O -6.3861 1.3676 -0.6228 -0.351
C -5.1740 2.0466 -0.9123 -0.850
C -4.1291 1.7804 0.1478 -0.088
N -4.4757 2.4203 1.4110 -0.256
C -3.6727 2.0167 2.5501 -1.061
C -3.6615 0.5459 2.9558 0.514
O -4.8661 0.0698 3.5206 -0.410
C -5.8758 -0.2989 2.5859 -0.638
H -8.3639 1.5882 -0.2586 0.239
H -7.3431 2.6075 0.7703 0.286
H -7.5929 3.0297 -0.9396 0.347
H -5.3472 3.1198 -1.0327 0.429
H -4.8015 1.6569 -1.8629 0.387
H -3.1673 2.1738 -0.1955 0.358
H -4.0320 0.6893 0.2372 0.169
H -5.4511 2.2470 1.6150 0.158
H -4.0245 2.5907 3.4134 0.311
H -2.6359 2.3248 2.3640 0.388
H -2.9141 0.4425 3.7525 -0.543
H -3.3238 -0.1049 2.1396 0.395
H -5.4427 -0.7278 1.6802 0.323
H -6.5098 0.5489 2.3206 0.185
H -6.5003 -1.0484 3.0681 0.318
C 1.0800 0.5057 -0.8110 -0.110
O 2.1344 -0.4241 -0.6207 -0.326
C 3.4402 0.0859 -0.8518 -0.420
C 4.2110 0.2201 0.4419 -0.215
N 3.6601 1.2860 1.2682 -0.189
C 4.1400 1.3277 2.6421 -0.923
C 3.9130 0.1113 3.5298 -0.499
O 2.5467 -0.1272 3.8610 -0.386
C 1.8064 -0.8126 2.8675 -0.584
H 0.1522 -0.0652 -0.8209 0.219
H 1.0265 1.2409 0.0037 0.209
H 1.1699 1.0319 -1.7636 -0.092
H 3.3955 1.0405 -1.3828 0.007
H 3.9622 -0.6317 -1.4907 0.402
H 5.2570 0.4483 0.2179 0.421
H 4.1834 -0.7613 0.9361 0.187
H 2.6525 1.2065 1.2743 -0.047
H 3.6568 2.1822 3.1247 0.397
H 5.2135 1.5399 2.6308 0.429
H 4.4172 0.3018 4.4799 0.394
H 4.3562 -0.8022 3.1198 0.377
H 2.4203 -1.5351 2.3274 0.377
H 1.3426 -0.1333 2.1469 0.168
H 1.0098 -1.3634 3.3775 0.248
C -0.3484 2.4872 -8.6774 -0.749
O 0.6990 1.5754 -8.4204 -0.306
C 2.0087 2.1032 -8.5803 -0.881
C 2.7098 2.2658 -7.2509 0.236
N 2.1214 3.3361 -6.4569 -0.302
C 2.5691 3.3918 -5.0710 -1.240
C 2.3266 2.1799 -4.1808 0.252
O 0.9718 1.9436 -3.8446 -0.470
C 0.2099 1.2745 -4.8359 -0.388
H -1.2708 1.9117 -8.7286 0.226
H -0.4536 3.2402 -7.8877 0.310
H -0.2041 2.9998 -9.6328 0.344
H 1.9806 3.0506 -9.1266 0.427
H 2.5739 1.3848 -9.1796 0.406
H 3.7619 2.5033 -7.4359 0.389
H 2.6725 1.2904 -6.7452 -0.195
H 1.1143 3.2477 -6.4740 0.128
H 2.0772 4.2471 -4.6015 0.440
H 3.6435 3.6045 -5.0689 0.411
H 2.8321 2.3755 -3.2304 0.208
H 2.7763 1.2667 -4.5931 0.132
H 0.8185 0.5506 -5.3818 0.085
H -0.2551 1.9730 -5.5366 0.222
H -0.5873 0.7345 -4.3260 0.294
C 0.8245 -5.6210 -8.1087 -0.684
O 1.6086 -5.9417 -6.9778 -0.343
C 2.9850 -5.6074 -7.0865 -0.791
C 3.3492 -4.4454 -6.1902 -0.164
N 2.7638 -3.1999 -6.6647 -0.262
C 2.8525 -2.0800 -5.7377 -0.803
C 2.2057 -2.2058 -4.3630 -0.131
O 0.7932 -2.2284 -4.3733 -0.381
C 0.1944 -3.4782 -4.6579 -0.688
H -0.1379 -6.1133 -7.9829 0.237
H 0.6518 -4.5433 -8.2088 0.273
H 1.2861 -5.9888 -9.0295 0.343
H 3.2511 -5.3969 -8.1266 0.413
H 3.5555 -6.4820 -6.7631 0.400
H 4.4387 -4.3405 -6.1776 0.345
H 3.0276 -4.7066 -5.1722 0.173
H 1.7921 -3.3571 -6.8971 0.072
H 2.3991 -1.2167 -6.2341 0.321
H 3.9121 -1.8409 -5.5918 0.390
H 2.4755 -1.3067 -3.7994 -0.098
H 2.5935 -3.0590 -3.7920 0.506
H 0.7812 -4.3078 -4.2543 0.337
H 0.0476 -3.6304 -5.7308 0.198
H -0.7873 -3.4820 -4.1845 0.271


no.,energy (eV),strongest force on any atom (eV Å⁻¹)
1,-57795.0883,4.0
2,-89027.0882,1.8